Record 1
{"formula": "C5H6O", "method": "ωB97M-V/def2-TZVPD", "elements": ["O", "C", "C", "C", "C", "C", "H", "H", "H", "H", "H", "H"], "coordinates": [[-1.8180, -0.6732, 1.4333], [-0.8563, -0.5524, 0.6479], [-0.9222, 0.5938, -0.2498], [0.5316, 0.7896, -0.7632], [1.2733, -0.3787, -0.1301], [0.4817, -1.1520, 0.6364], [-1.7712, 0.7927, 0.7735], [-1.6685, 0.5331, -1.0436], [0.6228, 0.7554, -1.8643], [0.9918, 1.7357, -0.4550], [2.3518, -0.5135, -0.2390], [0.7701, -1.9947, 1.2538]], "atomic_forces_ev_per_a": [[1.06, -1.59, 0.05], [-0.93, -0.72, 0.64], [-1.39, 0.23, 0.87], [-0.16, 0.37, 0.41], [-0.37, -0.08, 0.33], [0.26, 0.02, -0.11], [1.96, 2.17, -2.45], [0.17, -0.40, 0.00], [-0.24, 0.00, 0.44], [-0.04, -0.11, 0.02], [-0.35, 0.01, -0.06], [0.03, 0.09, -0.15]], "de_lowest_ev": 2.580, "orbital_gap_ev": 10.09, "homo_energy_ev": -9.704}


Record 2
{"formula": "C10H12BrNO2", "method": "ωB97M-V/def2-TZVPD", "elements": ["C", "N", "C", "C", "O", "O", "C", "Br", "C", "C", "C", "C", "C", "C", "H", "H", "H", "H", "H", "H", "H", "H", "H", "H", "H", "H"], "coordinates": [[-1.3659, -0.0651, 3.1446], [-1.4996, 0.2932, 1.7296], [-0.3064, 0.0990, 0.8606], [0.4910, 1.3557, 0.7042], [1.6307, 1.3423, 0.3508], [-0.2068, 2.4411, 0.8583], [-0.9434, -0.3310, -0.7813], [-2.3068, -1.6908, -0.5713], [0.3115, -0.6073, -1.5942], [0.9810, 0.5198, -2.1462], [2.1839, 0.3180, -2.8413], [2.6895, -1.0192, -2.8845], [1.9471, -2.0892, -2.4586], [0.7846, -1.8733, -1.7678], [-0.5964, 0.4923, 3.7168], [-2.2941, 0.0702, 3.6223], [-1.1624, -1.1612, 3.4485], [-2.3584, -0.0874, 1.4540], [0.2706, -0.7176, 1.2010], [-1.1285, 2.1169, 1.2695], [-1.3924, 0.4955, -1.1996], [0.4466, 1.4422, -2.1933], [2.8456, 0.9626, -3.4108], [3.6028, -1.3081, -3.4219], [2.3524, -3.0758, -2.6622], [0.1755, -2.7635, -1.3769]], "atomic_forces_ev_per_a": [[1.67, -1.48, 0.84], [2.19, 1.03, 1.18], [-3.97, -0.81, -1.78], [0.00, -0.90, -0.31], [0.99, 0.07, 0.09], [-2.97, 0.76, 1.30], [3.30, -0.62, 3.05], [0.45, 0.09, -0.25], [-0.78, 0.89, 0.03], [0.43, -1.35, -1.22], [0.49, -2.28, 0.46], [-0.17, 0.71, -0.94], [0.91, -0.36, 0.13], [-1.42, -2.25, 0.83], [-0.41, 0.07, -0.67], [-1.24, 0.72, 0.52], [0.08, 1.13, -1.24], [-0.94, -0.73, -1.27], [0.83, -0.94, 0.05], [2.13, 0.56, -0.91], [-1.31, 1.91, -0.46], [0.03, 0.71, 0.27], [-0.75, 0.91, 0.44], [-0.23, 0.76, 0.20], [-0.30, -0.04, 0.24], [0.97, 1.46, -0.59]], "smiles": "CN[C@H](C(=O)O)[C@H](Br)c1ccccc1", "de_lowest_ev": 1.610, "orbital_gap_ev": 9.54, "homo_energy_ev": -9.053}


Record 3
{"formula": "C31H38CuNOPSi", "method": "ωB97M-V/def2-TZVPD", "elements": ["C", "C", "C", "C", "C", "C", "C", "C", "N", "Cu", "C", "P", "H", "H", "H", "H", "H", "H", "H", "H", "C", "C", "H", "C", "C", "H", "H", "H", "H", "H", "H", "H", "H", "H", "H", "H", "H", "H", "H", "O", "Si", "C", "C", "C", "C", "C", "C", "C", "C", "C", "C", "C", "C", "C", "C", "C", "C", "C", "C", "H", "H", "H", "H", "H", "H", "H", "H", "H", "H", "H", "H", "H", "H", "H"], "coordinates": [[-2.5093, 0.6094, -5.1044], [-2.0810, -0.5507, -4.4384], [-1.3639, -0.4991, -3.2134], [-1.0327, 0.7698, -2.7134], [-1.2552, 1.9107, -3.5054], [-2.0779, 1.8512, -4.6402], [-1.1242, -1.7450, -2.3964], [0.0536, -2.6973, -2.7445], [1.3653, -2.1480, -2.9248], [-0.6456, 1.1127, -0.8079], [-0.6618, 3.2281, -3.0490], [0.4826, 2.7409, -1.6825], [-2.3704, -1.5208, -4.8513], [-2.4170, 2.7922, -5.0882], [-3.1643, 0.5557, -5.9813], [-1.4353, 3.9037, -2.6488], [-0.1204, 3.7804, -3.8289], [-0.9940, -1.4492, -1.3517], [-2.0365, -2.3624, -2.4142], [0.1532, -3.4280, -1.9173], [1.0454, 4.2318, -0.8116], [1.9363, 2.0963, -2.5925], [-0.2128, -3.2474, -3.6594], [1.7984, -1.6288, -4.1857], [2.3080, -2.1530, -1.8397], [2.8631, 2.4949, 1.9462], [2.3042, -2.4201, -4.7780], [0.9339, -1.2385, -4.7468], [2.5314, -0.8228, -4.0026], [3.0555, -2.9600, -1.9768], [2.8723, -1.2026, -1.8107], [1.7968, -2.2913, -0.8716], [2.3839, 2.8612, -3.2449], [2.6793, 1.7602, -1.8553], [1.6482, 1.2508, -3.2189], [1.1721, 5.0844, -1.5009], [0.3171, 4.5087, -0.0307], [2.0147, 4.0102, -0.3343], [2.8977, 2.5652, 1.2032], [-0.2725, -0.4755, 0.2578], [-0.3445, -0.5297, 1.8600], [-0.5352, 1.1922, 2.5722], [-1.5622, 2.0262, 2.1147], [-1.6219, 3.3655, 2.5181], [-0.6638, 3.8749, 3.4014], [0.3028, 3.0164, 3.9278], [0.3666, 1.6818, 3.5202], [-1.8056, -1.4611, 2.5572], [-2.7252, -2.1574, 1.7700], [-3.7941, -2.8264, 2.3792], [-3.9614, -2.7800, 3.7682], [-3.0521, -2.0622, 4.5532], [-1.9817, -1.3991, 3.9440], [1.2029, -1.4339, 2.4259], [1.1153, -2.6800, 3.0667], [2.2725, -3.3338, 3.5122], [3.5246, -2.7514, 3.3065], [3.6231, -1.5612, 2.5848], [2.4718, -0.9440, 2.0809], [-2.3030, 1.6439, 1.4059], [-2.4087, 4.0109, 2.1282], [-0.6821, 4.9288, 3.6828], [1.0383, 3.3864, 4.6485], [1.1467, 1.0216, 3.9089], [-2.5914, -2.1756, 0.6839], [-4.5010, -3.3922, 1.7647], [-4.7974, -3.2996, 4.2437], [-3.1589, -2.0166, 5.6368], [-1.2773, -0.8271, 4.5546], [0.1359, -3.1266, 3.2172], [2.1754, -4.2841, 4.0381], [4.4178, -3.2244, 3.7133], [4.5991, -1.0945, 2.4312], [2.5366, -0.0661, 1.4338]], "atomic_forces_ev_per_a": [[0.36, -0.13, 0.27], [0.02, 0.19, 0.13], [-0.59, 0.16, -0.51], [-0.23, 0.11, -0.83], [-0.54, 0.00, -0.15], [0.19, 0.01, 0.28], [-0.10, -0.33, 0.53], [0.06, -0.24, -0.29], [-0.33, 0.88, 0.64], [0.86, -1.74, 0.49], [0.02, 0.27, 0.62], [-0.09, 0.46, -0.74], [0.07, 0.20, 0.23], [0.26, -0.42, -0.10], [0.31, -0.10, 0.37], [0.21, -0.13, -0.05], [-0.14, -0.23, 0.02], [0.04, 0.02, -0.22], [0.16, 0.06, -0.14], [-0.42, 0.20, -0.45], [0.18, 0.47, 0.00], [0.27, 0.24, 0.20], [0.00, -0.12, 0.13], [0.00, -0.33, 0.06], [0.18, -0.21, -0.04], [-0.02, 0.02, -0.19], [-0.08, 0.37, -0.16], [0.41, -0.05, 0.04], [-0.27, -0.15, -0.29], [-0.04, 0.15, 0.26], [-0.20, -0.21, 0.13], [0.23, 0.13, -0.40], [-0.13, -0.08, 0.31], [-0.12, 0.04, -0.27], [-0.11, 0.02, 0.20], [0.02, -0.32, 0.24], [0.31, -0.16, -0.29], [-0.42, 0.15, -0.12], [0.04, -0.03, 0.18], [-0.61, 1.06, -0.25], [0.00, -0.64, -0.49], [0.32, -0.06, 0.24], [0.29, 0.52, 0.00], [0.10, -0.15, -0.10], [-0.10, -0.29, -0.02], [0.21, 0.06, 0.12], [-0.11, 0.43, -0.11], [-0.06, 0.21, -0.04], [-0.14, -0.19, 0.36], [-0.07, -0.01, -0.03], [0.21, 0.09, -0.11], [0.20, 0.09, -0.19], [-0.53, -0.40, 0.09], [0.02, -0.28, -0.21], [0.59, 0.28, 0.20], [-0.25, 0.14, -0.16], [-0.26, 0.04, 0.09], [-0.06, 0.18, -0.24], [0.07, -0.17, 0.59], [0.09, 0.06, 0.20], [0.16, -0.10, 0.11], [-0.03, -0.31, -0.01], [-0.28, -0.03, -0.24], [-0.19, 0.25, -0.08], [-0.08, -0.07, 0.34], [0.20, 0.22, 0.23], [0.27, 0.15, -0.20], [-0.09, -0.05, -0.24], [-0.20, -0.18, -0.11], [0.16, 0.04, 0.17], [0.12, 0.20, -0.15], [-0.18, 0.11, -0.14], [-0.25, -0.25, -0.10], [0.12, -0.10, 0.35]], "de_lowest_ev": 0.000, "orbital_gap_ev": [7.56, 6.38], "spin_multiplicity": 2, "homo_energy_ev": [-7.235, -7.234], "s2": 0.756}